The following is a DFT calculation (ωB97M-V/def2-TZVPD) of C41H68N2O4 in the gas phase in a non-equilibrium geometry.

CARTESIAN COORDINATES (ANGSTROEM)
C 2.07133 -4.93839 7.65451
C 2.54021 -5.51171 6.18033
C 3.51944 -4.46395 5.34535
C 2.85899 -2.93369 5.26345
C 1.29670 -3.03374 4.67489
C 1.29165 -3.59678 3.13030
C 2.15658 -2.65368 2.07184
C 1.37815 -1.19345 1.83282
C 2.07352 -0.11790 2.85592
C 1.25368 1.28797 3.05304
C -0.25756 1.30816 2.41757
C -1.38877 0.51906 3.34692
C -2.92868 0.70321 2.73958
C -3.81430 -0.69462 2.79443
C -3.24839 -1.65399 1.59183
C -4.13266 -1.53696 0.17694
C -3.62027 -2.77317 -0.76896
C -3.56530 -2.45098 -2.37450
C -2.45951 -1.28701 -2.79752
C -1.88656 -1.74943 -4.28052
C -0.29726 -2.15095 -4.29670
C 0.44984 -3.24336 -3.32906
C 2.08947 -3.53777 -3.46386
C 3.00163 -2.74053 -4.58076
C 4.62927 -2.97657 -4.70157
C 2.28428 -1.67996 -5.60373
C 0.67600 -1.41327 -5.43974
C -1.34592 -0.84311 -1.63693
O -0.63001 -1.58933 -0.79333
O -1.11339 0.59952 -1.42695
C -2.15873 1.35235 -2.14016
C -1.22086 2.35795 -3.09194
C -0.09587 1.55481 -3.97466
N 1.15028 1.31528 -3.38285
C -3.15181 2.36045 -1.24823
C -2.32294 3.35603 -0.23747
C -2.11216 4.89544 -0.85493
C -0.86116 5.64249 -0.09577
C 0.34994 6.13809 -1.08305
C 1.48227 5.00220 -1.42193
C 2.99408 5.58254 -1.68199
O 3.06667 7.02683 -1.96411
C 4.29052 7.35029 -2.76120
C -3.07957 0.25349 -3.00259
O -4.54244 0.43278 -2.71744
C -5.27762 0.32397 -4.02124
N -5.93717 0.34833 -5.16147
H 2.44991 -3.84806 7.86775
H 2.36645 -5.66827 8.53949
H 0.87957 -4.88391 7.68163
H 1.56629 -5.71743 5.56484
H 3.13533 -6.51466 6.28302
H 3.60302 -4.87589 4.23508
H 4.61857 -4.44257 5.76300
H 3.54594 -2.28898 4.53346
H 2.88569 -2.39080 6.30212
H 0.80779 -1.94959 4.63063
H 0.59642 -3.68062 5.35768
H 1.70043 -4.71651 3.17694
H 0.16641 -3.65787 2.75680
H 3.28106 -2.51769 2.37965
H 2.16889 -3.27211 1.05121
H 0.24557 -1.41068 2.03158
H 1.51398 -0.88270 0.70073
H 2.31878 -0.54398 3.92812
H 3.13134 0.15934 2.37898
H 1.89107 2.13387 2.50373
H 1.28458 1.57576 4.19888
H -0.28293 0.98184 1.28469
H -0.60250 2.45072 2.42170
H -1.10111 -0.59627 3.55290
H -1.41474 1.05297 4.40983
H -3.52928 1.51075 3.33855
H -2.78470 0.94948 1.59717
H -4.97255 -0.52750 2.79883
H -3.50286 -1.22367 3.81839
H -3.26141 -2.80347 1.90679
H -2.12857 -1.36126 1.36404
H -3.90557 -0.47818 -0.29548
H -5.28266 -1.62162 0.43780
H -4.42283 -3.64673 -0.63430
H -2.59918 -3.24972 -0.37408
H -3.35413 -3.49724 -2.90984
H -4.67471 -2.17093 -2.69792
H -2.02119 -0.90401 -5.11262
H -2.46807 -2.69150 -4.72753
H -0.15461 -3.81511 -2.50471
H 2.67008 -4.29315 -2.75983
H 5.09495 -2.49643 -3.71291
H 5.01687 -2.28494 -5.58392
H 4.95408 -4.09640 -4.79790
H 2.83634 -1.07613 -6.46852
H 0.16099 -0.63607 -6.18474
H -0.61592 3.14942 -2.43361
H -1.89103 3.01769 -3.81683
H -0.22256 1.20506 -5.08476
H 1.78572 0.82982 -4.05376
H -3.80871 3.00254 -2.01036
H -3.90169 1.74359 -0.55612
H -2.94991 3.50269 0.74352
H -1.25714 2.88870 -0.06925
H -1.88594 4.88598 -2.01375
H -3.09724 5.54899 -0.72435
H -0.42271 4.93817 0.73543
H -1.29955 6.62350 0.42171
H -0.01430 6.60405 -2.10832
H 0.89666 7.03336 -0.51320
H 1.18461 4.39455 -2.40049
H 1.56841 4.23641 -0.51818
H 3.75591 5.28394 -0.81463
H 3.41711 5.03127 -2.65133
H 5.13212 6.52205 -2.59463
H 3.97967 7.43663 -3.90477
H 4.78046 8.36197 -2.38288
H -3.01636 0.73059 -4.07572

- 2S+1 = 1
- E_tot (eV) = -54762.65357
- E_HOMO (Ha) = -0.3111
- max |F| (eV Å⁻¹) = 12.2
- Kohn-Sham gap (eV) = 8.48